Entry A
12
Properties=species:S:1:pos:R:3:mulliken_charge:R:1 method="wB97M-V/def2-TZVPD" e_lumo_ev=0.0 smiles="C#CC(=O)[C@H]1CN1" e_homo_ev=-10.082
C 2.917 -0.421 -0.218 0.31
C 1.862 -0.107 0.273 -0.39
C 0.525 0.236 0.744 0.16
O 0.211 0.227 1.918 -0.54
C -0.452 0.541 -0.344 -0.09
C -1.596 -0.410 -0.444 -0.45
N -1.791 0.941 0.042 -0.62
H 3.852 -0.707 -0.648 0.41
H -0.042 0.990 -1.245 0.39
H -1.622 -1.235 0.265 0.24
H -2.008 -0.624 -1.427 0.26
H -1.838 0.940 1.061 0.33

---

Entry B
12
Properties=species:S:1:pos:R:3:mulliken_charge:R:1 method="wB97M-V/def2-TZVPD" e_lumo_ev=-1.5 e_homo_ev=-8.928
O -1.476 -0.385 -0.986 -0.51
C -1.142 -0.715 0.349 -0.42
C -0.063 -0.013 1.049 -0.79
C 0.307 1.222 0.600 0.29
C 0.589 2.375 0.277 -0.11
C 1.721 -1.357 -0.639 0.11
N 2.700 -1.695 -0.131 -0.36
H -1.480 0.581 -1.055 0.35
H -1.967 -0.502 1.067 0.32
H -1.024 -1.802 0.386 0.42
H 0.835 -1.073 -1.186 0.30
H 1.001 3.362 0.268 0.39

---

Entry C
12
Properties=species:S:1:pos:R:3:mulliken_charge:R:1 method="wB97M-V/def2-TZVPD" e_lumo_ev=0.6 smiles="N#C[C@@H]1C[C@@H]1C=O" e_homo_ev=-10.361
N 1.326 -1.090 -2.461 -0.44
C 0.664 -0.440 -1.767 0.01
C 0.131 0.542 -0.851 0.09
C 0.923 0.537 0.432 -0.68
C -0.563 0.341 0.488 0.04
C -1.199 -0.910 0.986 -0.17
O -2.074 -0.883 1.820 -0.47
H -0.160 1.464 -1.346 0.36
H 1.525 -0.365 0.538 0.29
H 1.379 1.446 0.802 0.25
H -1.118 1.224 0.795 0.38
H -0.833 -1.867 0.564 0.33

---

Relative stability in kJ/mol, measured from the most stable structure: entry A 139.2; entry B 425.3; entry C 0.0

---

Entry A
12
Properties=species:S:1:pos:R:3:mulliken_charge:R:1 method="wB97M-V/def2-TZVPD" e_lumo_ev="-0.5 / -0.5" e_homo_ev="-7.471 / -7.431"
O -1.518 -1.439 0.238 -0.46
C -0.456 -0.649 0.021 0.77
C -0.221 -0.191 -1.348 -0.36
C 0.611 1.152 -1.484 -0.41
N 0.941 1.743 -0.354 -0.43
C 0.331 -0.157 1.037 -0.69
C 0.943 1.095 0.813 -0.14
H -1.679 -1.510 1.193 0.32
H 0.260 -0.588 2.034 0.34
H 0.529 -0.830 -1.839 0.28
H -1.126 -0.263 -1.962 0.41
H 1.385 1.638 1.651 0.38

---

Entry B
12
Properties=species:S:1:pos:R:3:mulliken_charge:R:1 method="wB97M-V/def2-TZVPD" e_lumo_ev=0.2 smiles="C=C(C#N)C(C)=O" e_homo_ev=-10.311
C -0.995 1.637 0.138 -0.85
C -0.785 0.329 0.168 0.52
C -1.700 -0.687 -0.138 0.15
N -2.227 -1.705 -0.255 -0.46
C 0.543 -0.350 0.675 0.53
C 1.472 -0.714 -0.443 -0.98
O 0.766 -0.462 1.844 -0.48
H -0.200 2.324 0.381 0.30
H -1.937 2.055 -0.188 0.31
H 1.570 0.121 -1.149 0.35
H 2.452 -0.984 -0.046 0.30
H 1.042 -1.565 -0.986 0.31

---

Relative stability in kJ/mol, measured from the most stable structure: entry A 244.6; entry B 0.0

---

Entry A
12
Properties=species:S:1:pos:R:3:mulliken_charge:R:1 method="wB97M-V/def2-TZVPD" e_lumo_ev=-0.1 e_homo_ev=-9.067
C 1.208 0.531 -0.650 -0.60
C 1.351 -0.798 -0.412 -0.43
C -1.898 0.179 -0.233 0.19
C 0.125 0.852 0.494 -0.03
C 0.270 -0.748 0.678 0.03
N -1.227 1.229 0.132 -0.65
O -1.435 -1.031 -0.273 -0.53
H 1.845 1.138 -1.168 0.41
H 1.970 -1.638 -0.742 0.37
H -2.929 0.215 -0.600 0.38
H 0.604 1.445 1.255 0.39
H 0.116 -1.374 1.519 0.45

---

Entry B
12
Properties=species:S:1:pos:R:3:mulliken_charge:R:1 method="wB97M-V/def2-TZVPD" e_lumo_ev="-0.4 / -0.4" e_homo_ev="-7.940 / -7.939"
O -1.052 -0.058 1.840 -0.68
C -1.102 0.239 0.648 0.80
C -2.154 1.031 -0.047 -0.41
C -2.529 1.626 -1.033 -0.11
C -0.075 -0.039 -0.331 -0.72
C 2.378 -0.938 0.199 -0.25
N 1.082 -0.765 0.307 -0.03
H -2.783 2.156 -1.927 0.37
H -0.488 -0.335 -1.299 0.24
H 2.996 -1.089 1.100 0.22
H 2.934 -0.856 -0.730 0.28
H 0.794 -0.969 1.273 0.30

---

Entry C
12
Properties=species:S:1:pos:R:3:mulliken_charge:R:1 method="wB97M-V/def2-TZVPD" e_lumo_ev=0.9 e_homo_ev=-10.207
N 2.116 1.945 -0.846 -0.44
C 1.733 0.873 -0.635 0.07
C 1.011 -0.384 -0.348 0.24
O 0.820 -0.668 1.053 -0.41
C -0.593 -0.721 0.818 0.08
C -1.130 0.623 0.454 -0.67
C -0.497 -0.268 -0.588 -0.36
H 1.471 -1.257 -0.827 0.30
H -1.102 -1.626 1.133 0.37
H -2.215 0.710 0.440 0.26
H -0.571 1.521 0.726 0.22
H -1.044 -0.748 -1.380 0.33

---

Entry D
12
Properties=species:S:1:pos:R:3:mulliken_charge:R:1 method="wB97M-V/def2-TZVPD" e_lumo_ev=-0.1 e_homo_ev=-8.736
O 0.105 0.248 2.251 -0.41
C 0.829 0.025 1.354 0.99
C 1.912 -0.366 0.673 -0.67
C 2.150 -0.163 -0.619 -0.28
C -0.506 0.648 -0.396 -0.54
C -1.573 -0.451 -0.538 -0.19
N -1.706 0.844 0.057 -0.15
H 3.086 -0.385 -1.122 0.29
H 1.330 0.285 -1.200 0.23
H -1.525 -1.321 0.118 0.20
H -2.051 -0.591 -1.502 0.23
H -2.050 1.227 0.924 0.31

---

Relative stability in kJ/mol, measured from the most stable structure: entry A 103.7; entry B 199.5; entry C 0.0; entry D 335.2

---

Entry A
12
Properties=species:S:1:pos:R:3:mulliken_charge:R:1 method="wB97M-V/def2-TZVPD" e_lumo_ev=0.6 smiles=C#C[C@@H](C#N)CO e_homo_ev=-10.761
C 0.869 2.220 -0.029 0.26
C 0.729 1.024 -0.116 -0.86
C 0.421 -0.420 -0.191 0.75
C 1.458 -1.340 0.297 -0.16
N 2.252 -2.181 0.253 -0.47
C -1.045 -0.661 0.312 -0.61
O -1.993 -0.021 -0.501 -0.50
H 1.044 3.277 0.044 0.42
H 0.634 -0.886 -1.185 0.16
H -1.155 -0.342 1.362 0.29
H -1.266 -1.728 0.266 0.38
H -1.878 0.937 -0.420 0.34

---

Entry B
12
Properties=species:S:1:pos:R:3:mulliken_charge:R:1 method="wB97M-V/def2-TZVPD" e_lumo_ev=0.8 smiles="N#C[C@@H]1C[C@@H]1C=O" e_homo_ev=-9.523
N 0.480 -1.787 -1.383 -0.57
C 0.518 -0.630 -1.486 0.32
C 0.244 0.670 -0.907 -0.29
C 0.875 0.864 0.443 -0.64
C -0.564 0.426 0.355 0.01
C -0.912 -1.041 0.716 -0.18
O -1.570 -1.284 1.698 -0.46
H 0.043 1.524 -1.544 0.40
H 1.592 0.117 0.768 0.28
H 1.119 1.884 0.737 0.26
H -1.322 1.168 0.609 0.38
H -0.503 -1.912 -0.004 0.50

---

Relative stability in kJ/mol, measured from the most stable structure: entry A 62.7; entry B 0.0

---

Entry A
25
Properties=species:S:1:pos:R:3:mulliken_charge:R:1 method="wB97M-V/def2-TZVPD" e_lumo_ev=-3.2 charge=+1 e_homo_ev=-14.509
O -1.229 0.409 0.024 -0.29
H -1.530 -0.491 -0.346 0.52
H -0.153 0.500 0.234 0.35
H -1.381 1.175 -0.388 0.46
O 0.699 -2.136 1.227 -0.60
H 1.188 -2.848 0.702 0.34
H 1.300 -1.803 1.833 0.25
O 0.603 1.342 2.223 -0.69
H 0.016 1.626 2.808 0.24
H 0.960 2.218 1.680 0.41
O 1.244 -0.054 -0.815 -0.58
H 1.577 -0.667 -1.506 0.27
H 1.715 -0.036 -0.066 0.33
O -1.746 -1.866 -0.346 -0.67
H -2.275 -2.096 0.409 0.35
H -0.811 -2.053 -0.148 0.35
O 3.054 0.191 1.776 -0.68
H 3.318 -0.627 2.313 0.33
H 2.095 0.509 2.172 0.38
O -1.092 2.428 -1.745 -0.65
H -1.787 2.501 -2.297 0.29
H -1.036 3.212 -1.183 0.31
O -1.625 -0.133 -2.612 -0.58
H -2.007 -1.055 -2.566 0.31
H -1.108 -0.239 -3.373 0.28

---

Entry B
25
Properties=species:S:1:pos:R:3:mulliken_charge:R:1 method="wB97M-V/def2-TZVPD" e_lumo_ev=-3.2 charge=+1 e_homo_ev=-14.368
O 0.164 0.315 0.208 -0.27
H -0.023 -0.601 -0.110 0.28
H -0.430 0.540 0.978 0.46
H 0.130 0.986 -0.550 0.54
O 1.448 3.153 0.798 -0.59
H 0.993 3.571 0.064 0.29
H 2.357 3.053 0.494 0.32
O 2.025 -1.928 0.012 -0.60
H 2.970 -2.030 -0.161 0.29
H 1.604 -2.031 -0.851 0.29
O -1.777 0.351 -2.374 -0.57
H -2.739 0.427 -2.340 0.31
H -1.545 0.760 -3.215 0.30
O 0.352 2.256 -1.703 -0.69
H -0.439 2.787 -1.525 0.35
H 0.451 2.285 -2.663 0.27
O -1.125 -2.022 -0.486 -0.65
H -0.652 -2.777 -0.110 0.34
H -1.123 -2.179 -1.441 0.33
O 0.301 -1.987 2.365 -0.52
H 0.210 -2.850 2.786 0.31
H 0.963 -2.118 1.668 0.28
O -1.414 0.158 2.357 -0.70
H -0.941 0.558 3.100 0.33
H -1.758 -0.678 2.701 0.30

---

Relative stability in kJ/mol, measured from the most stable structure: entry A 216.2; entry B 0.0

---

Entry A
20
Properties=species:S:1:pos:R:3:mulliken_charge:R:1 method="wB97M-V/def2-TZVPD" e_lumo_ev=3.5 smiles="C=CC[C@@H](C)NC[O-]" charge=-1 e_homo_ev=-2.478
C 2.334 0.413 -2.925 -0.79
C 1.160 0.415 -2.210 0.06
C 1.210 -0.224 -0.805 -1.13
C -0.115 0.177 0.017 0.23
C -1.306 -0.494 -0.775 -1.29
N -0.069 -0.379 1.304 -0.54
C -1.036 0.443 2.242 -0.20
O -1.822 -0.290 3.010 -0.83
H 3.179 -0.180 -2.572 0.27
H 2.437 0.955 -3.882 0.25
H 0.187 0.970 -2.340 0.25
H 1.036 -1.302 -0.976 0.26
H 2.100 -0.103 -0.224 0.49
H -0.281 1.251 0.265 0.43
H -1.838 -1.106 0.110 0.35
H -0.818 -1.108 -1.477 0.50
H -2.081 0.286 -1.127 0.20
H -0.409 -1.369 1.358 0.27
H -0.204 1.109 2.748 0.16
H -1.734 1.184 1.650 0.06

---

Entry B
20
Properties=species:S:1:pos:R:3:mulliken_charge:R:1 method="wB97M-V/def2-TZVPD" e_lumo_ev=2.8 charge=-1 e_homo_ev=-2.481
C -1.063 1.880 0.388 -1.03
N -1.008 0.642 -0.437 -0.54
C -0.503 -0.412 0.432 -0.24
C 0.919 -0.692 0.309 -0.73
C 1.796 0.123 -0.414 0.10
C 3.170 0.044 -0.537 -0.98
C -1.588 -1.572 0.254 -0.67
O -2.813 -1.106 0.022 -0.84
H -1.714 1.752 1.259 0.35
H -1.419 2.723 -0.211 0.32
H -0.067 2.145 0.770 0.33
H -1.963 0.301 -0.652 0.34
H -0.683 -0.138 1.519 0.64
H -0.610 -0.779 -1.749 0.31
H 1.419 -1.299 1.060 0.26
H 1.344 0.780 -1.162 0.24
H 3.602 0.650 -1.325 0.24
H 3.817 -0.680 -0.055 0.29
H -1.124 -2.125 -0.626 0.33
H -1.512 -2.236 1.155 0.29

---

Relative stability in kJ/mol, measured from the most stable structure: entry A 0.0; entry B 338.9